[1]
Computed, not measured: C20H28N2SiZr as an isolated structure in a non-equilibrium geometry, with ωB97M-V with the def2-TZVPD basis set.

frontier orbital gap (alpha / beta)	5.84 / 5.84	eV
DFT total energy	-1224.264618	a.u.
HOMO energy (alpha / beta)	-13.075 / -13.063	eV
maximum force	3.03	eV/Å
LUMO (alpha / beta)	-7.233 / -7.225	eV

The geometry in ORCA input format:
```
! wB97M-V def2-TZVPD RIJCOSX def2/J DEFGRID3
* xyz 2 1
C 1.527 1.066 0.658
C 1.990 1.789 -0.499
C 0.854 2.183 -1.278
H 3.006 2.099 -0.678
C -0.331 1.698 -0.597
C 0.096 1.105 0.655
H -0.536 0.990 1.532
H 2.137 0.730 1.486
H 0.853 2.742 -2.213
H -1.341 1.978 -0.874
Zr 0.872 -0.101 -1.422
C -2.848 -1.186 -2.958
H -3.351 -0.562 -3.749
H -3.510 -2.056 -2.935
H -2.910 -0.494 -2.028
Si -0.484 -0.328 -3.823
C 1.093 -0.981 -4.463
C 2.085 0.026 -4.647
H 2.052 0.948 -4.024
C 3.040 -0.181 -5.645
H 3.785 0.579 -5.821
C 3.025 -1.340 -6.415
H 3.739 -1.468 -7.239
C 2.081 -2.344 -6.157
H 2.095 -3.266 -6.738
C 1.104 -2.182 -5.192
H 0.331 -2.917 -4.993
C -1.422 -0.098 -5.497
C -0.668 0.530 -6.516
H 0.433 0.487 -6.465
C -1.301 1.228 -7.578
H -0.671 1.765 -8.285
C -2.695 1.236 -7.700
H -3.208 1.889 -8.410
C -3.423 0.326 -6.909
H -4.519 0.216 -7.045
C -2.766 -0.438 -5.946
H -3.325 -1.296 -5.540
H -0.266 0.862 -2.913
H -1.872 -1.692 -2.747
N -0.600 -1.616 -0.293
C -0.228 -2.250 1.048
C 1.226 -2.608 1.014
N 1.982 -1.792 -0.060
H -1.563 -1.276 -0.263
H -0.655 -2.384 -0.980
H -0.475 -1.611 1.891
H -0.817 -3.156 1.176
H 1.722 -2.446 1.990
H 1.362 -3.686 0.780
H 2.897 -1.468 0.331
H 2.282 -2.482 -0.802
*
```



[2]
Computed, not measured: C20H28N4O3S as an isolated structure in a non-equilibrium geometry, with ωB97M-V with the def2-TZVPD basis set.

frontier orbital gap	7.06	eV
DFT total energy	-1621.140780	a.u.
HOMO energy	-7.019	eV
maximum force	15.87	eV/Å
LUMO	0.039	eV
energy relative to the best compared isomer or geometry (same formula, charge and spin)	2101.0	kJ/mol

The geometry in ORCA input format:
```
! wB97M-V def2-TZVPD RIJCOSX def2/J DEFGRID3
* xyz 0 1
C -7.148 0.193 -0.781
C -6.258 1.284 -0.182
H -6.562 1.504 0.839
H -6.489 2.224 -0.710
O -5.004 0.765 -0.361
C -4.238 1.767 0.396
O -4.669 2.764 0.990
C -2.816 1.483 0.158
C -2.248 0.368 -0.360
N -2.849 -0.745 -0.841
H -2.523 -0.915 -1.628
H -3.982 -0.420 -1.026
C -0.748 0.202 -0.245
C -0.315 1.679 0.493
N 0.911 1.936 0.489
C 1.804 1.079 0.356
C 1.600 -0.356 -0.170
C 0.204 -0.613 -0.323
C 0.115 -1.875 -0.861
H 0.341 -2.074 -1.704
H -1.091 -2.243 -0.852
C 0.664 -2.873 0.292
N 2.042 -2.287 0.671
C 2.075 -1.960 2.181
H 1.443 -1.038 2.056
H 3.237 -1.636 2.178
H 1.978 -3.058 2.643
C 2.576 -1.180 -0.288
H 3.443 -1.082 0.218
H 2.679 -1.789 -1.196
C -0.155 -3.260 1.219
H 0.275 -4.107 1.815
H -0.460 -2.463 1.857
H -1.068 -3.977 0.823
C 1.107 -4.295 -0.665
H 0.292 -4.461 -1.080
H 1.877 -3.984 -1.628
H 1.598 -4.942 0.254
N 3.161 1.569 0.401
C 3.975 1.556 -0.647
H 3.936 0.482 -1.193
C 3.849 2.765 -1.372
O 4.148 3.813 -0.835
C 3.285 3.836 0.236
H 3.510 4.946 0.673
C 3.564 2.690 1.114
H 2.740 2.723 1.954
H 4.540 2.538 1.604
H 2.336 4.169 -0.276
H 4.599 2.735 -2.362
H 3.004 2.791 -2.097
H 5.133 1.381 -0.402
S -1.460 2.672 0.848
H -6.973 -0.839 -0.260
H -8.141 0.367 -0.724
H -6.842 0.190 -1.692
*
```